Run a
ORCA calculation (ωB97M-V/def2-TZVPD) on C7H17N as an isolated structure.

Frontier orbital gap (eV): 7.787
Lowest unoccupied orbital energy (eV): -0.020

Geometry as ORCA input:
```
! RIJCOSX wB97M-V def2-TZVPD def2/J DEFGRID3
* xyz 0 1
C -3.27 -0.26 -0.37
N -0.10 -0.25 0.15
C 0.39 0.76 -0.64
C 1.43 -0.58 0.27
C 2.09 -1.28 -1.00
C 2.55 0.47 0.71
C 0.25 2.23 -0.09
C -3.14 -1.19 0.97
H -3.65 0.73 -0.09
H -3.88 -0.71 -1.12
H -2.20 -0.16 -0.63
H 0.51 0.78 -1.72
H 1.49 -1.35 1.07
H 3.14 -1.50 -0.88
H 1.50 -2.12 -1.42
H 2.04 -0.48 -1.77
H 2.73 1.15 -0.13
H 2.22 1.05 1.60
H 3.52 -0.04 0.96
H 1.13 2.83 -0.37
H -0.63 2.73 -0.53
H 0.14 2.28 1.01
H -2.51 -2.04 0.69
H -2.54 -0.62 1.68
H -4.08 -1.58 1.41
*
```



Run b
ORCA calculation (ωB97M-V/def2-TZVPD) on one molecule with the formula C7H17N.

Structure (SMILES): CCCNCC(C)C
Frontier orbital gap (eV): 9.796
Lowest unoccupied orbital energy (eV): 1.116

Geometry as ORCA input:
```
! RIJCOSX wB97M-V def2-TZVPD def2/J DEFGRID3
* xyz 0 1
C 1.73 2.18 -1.70
C 0.79 2.45 -0.54
C 1.10 1.57 0.67
N 0.90 0.14 0.43
C -0.44 -0.27 -0.08
C -0.95 -1.48 0.68
C -2.47 -1.59 0.61
C -0.23 -2.81 0.28
H 1.34 2.51 -2.66
H 1.88 1.10 -1.80
H 2.75 2.54 -1.58
H 0.94 3.48 -0.19
H -0.23 2.31 -0.87
H 2.14 1.70 0.92
H 0.54 1.97 1.53
H 1.07 -0.29 1.33
H -0.24 -0.45 -1.14
H -1.19 0.52 -0.02
H -0.69 -1.37 1.73
H -2.87 -2.34 1.30
H -2.79 -1.92 -0.38
H -2.95 -0.66 0.90
H 0.60 -2.96 0.96
H -0.93 -3.64 0.29
H 0.23 -2.68 -0.70
*
```



Relative energies, in hartree, with the most stable structure set to zero: run a 0.1611; run b 0.0000.



Run a
ORCA calculation (ωB97M-V/def2-TZVPD) on CH3INOP as an isolated structure.

Frontier orbital gap (eV): 7.116
Lowest unoccupied orbital energy (eV): -1.064

Geometry as ORCA input:
```
! RIJCOSX wB97M-V def2-TZVPD def2/J DEFGRID3
* xyz 0 1
C 0.81 1.80 1.14
N 0.21 1.07 0.47
O 0.78 -1.44 0.33
P 0.30 -0.45 -0.64
I 1.74 3.00 2.46
H -1.32 -1.71 -1.39
H -1.02 -0.21 -0.30
H -1.49 -2.05 -2.07
*
```



Run b
ORCA calculation (ωB97M-V/def2-TZVPD) on CH3INOP as an isolated structure.

Frontier orbital gap (eV): 8.756
Lowest unoccupied orbital energy (eV): -0.263

Geometry as ORCA input:
```
! RIJCOSX wB97M-V def2-TZVPD def2/J DEFGRID3
* xyz 0 1
C -1.59 0.82 0.44
N 1.04 -1.39 0.01
O -0.69 0.22 -0.29
P 0.88 0.16 -0.16
I -3.43 0.08 -0.11
H 1.78 -1.70 0.50
H 0.93 1.07 0.96
H 1.07 0.73 -1.36
*
```



Relative energies, in hartree, with the most stable structure set to zero: run a 0.0000; run b 0.0192.



Run a
ORCA calculation (ωB97M-V/def2-TZVPD) on an isolated ion of composition C4H11N3PS and charge +1.

Structure (SMILES): CSP1C[N+](C)=NN1C
Frontier orbital gap (eV): 9.371
Lowest unoccupied orbital energy (eV): -4.062

Geometry as ORCA input:
```
! RIJCOSX wB97M-V def2-TZVPD def2/J DEFGRID3
* xyz 1 1
C -0.71 3.37 1.01
S -1.17 1.64 0.53
P 0.71 0.97 -0.10
C 0.25 -0.22 -1.61
N 0.01 -1.57 -1.03
C -0.46 -2.72 -1.71
N 0.40 -1.63 0.17
N 0.83 -0.58 0.75
C 1.13 -0.63 2.13
H -1.77 3.93 1.13
H -0.28 3.81 0.13
H -0.09 3.42 2.01
H 1.03 -0.06 -2.45
H -0.76 -0.04 -2.18
H -1.40 -2.37 -2.34
H -0.53 -3.37 -0.87
H 0.38 -2.95 -2.44
H 1.46 0.30 2.34
H 0.22 -0.63 2.61
H 1.95 -1.46 2.38
*
```



Run b
ORCA calculation (ωB97M-V/def2-TZVPD) on a 2-piece molecular cluster, C4H11N3PS overall.

Frontier orbital gap (eV): 7.028
Lowest unoccupied orbital energy (eV): -4.699

Geometry as ORCA input:
```
! RIJCOSX wB97M-V def2-TZVPD def2/J DEFGRID3
* xyz 1 1
C -1.61 -0.77 -2.01
C -0.60 -1.61 1.73
C 3.57 -0.47 -0.31
C -1.98 3.03 0.10
N 1.47 -1.23 0.56
N 0.67 -1.79 1.19
N 2.28 -1.03 -0.24
P -2.45 0.59 -1.54
S -1.22 1.39 -0.02
H -2.04 -1.40 -2.77
H -0.64 -1.06 -1.64
H -0.79 -2.43 2.42
H -0.68 -0.65 2.27
H -1.36 -1.62 0.94
H 3.86 0.03 0.61
H 3.60 0.24 -1.14
H 4.28 -1.27 -0.52
H -1.48 3.70 -0.60
H -1.86 3.40 1.11
H -3.04 2.95 -0.14
*
```



Relative energies, in hartree, with the most stable structure set to zero: run a 0.0000; run b 0.0732.